21
Properties=species:S:1:pos:R:3:forces:R:3:lowdin_charge:R:1 method="wB97M-V/def2-TZVPD" de_lowest_ev=4.588 energy_ev=-23826.465 e_homo_ev=-8.5 orbital_gap_ev=8.55
C -2.1710 1.4707 0.2058 -0.8 1.9 -0.1 -0.25
C -0.8560 -1.0842 0.4226 0.3 1.8 1.8 -0.33
C 0.5153 -0.5608 1.1453 -0.9 -4.6 -2.5 -0.11
C 1.5626 -0.4020 -0.0912 2.0 -4.5 2.3 -0.37
C 1.2777 0.8032 -0.8203 -3.1 2.4 -5.2 -0.43
H -2.5613 1.3631 1.2074 0.6 -1.0 0.8 0.04
H -3.1119 2.0108 -0.1479 1.2 -1.2 -0.9 0.07
H -1.4438 2.3075 0.2112 0.2 -0.8 -0.1 0.05
H -1.6060 -1.1378 1.2147 -0.1 -0.4 0.0 0.07
H -0.7554 -2.0660 -0.0517 0.2 0.3 0.0 0.08
H 0.7475 -1.6391 1.7503 0.0 3.5 -1.2 0.18
H 0.3662 0.3510 1.7473 0.2 -0.6 -0.2 0.10
H 2.5911 -0.4521 0.4325 -1.4 1.1 -0.7 0.15
H 1.0382 -1.9049 -1.7386 3.4 1.4 1.8 0.13
H 2.8986 -1.1569 -1.3554 -4.0 -2.7 -0.2 0.16
H 2.0740 1.7261 0.7610 -0.4 -0.1 -1.5 0.13
N 1.8911 -1.6825 -1.0036 -0.1 3.2 -0.4 -0.01
O -3.0338 -0.6834 -0.9783 -0.6 -0.8 0.1 -0.55
O 1.7375 1.9314 -0.1549 -0.7 -0.7 -0.5 0.07
O 0.5678 0.8294 -1.9533 5.0 0.6 6.6 -0.05
S -1.7284 -0.0234 -0.8029 -0.8 1.1 0.0 0.87